C24H71O31P7S | ωB97M-V/def2-TZVPD

XYZ file:
```
134
Properties=species:S:1:pos:R:3:forces:R:3:lowdin_charge:R:1
H 0.265 3.105 2.608 -0.54 -0.11 -0.43 0.067
O -4.921 -1.933 -3.667 -0.57 -1.99 -0.47 -0.207
O -0.763 3.507 4.300 -0.68 -0.14 0.35 -0.179
O 2.242 5.444 0.392 -0.25 -1.94 0.90 -0.216
C -1.180 -2.970 -0.446 0.76 0.84 -0.29 -0.020
H -4.049 2.049 6.492 0.19 0.21 -0.08 0.086
C -6.499 4.176 2.862 0.66 2.02 -0.44 -0.121
C 10.003 0.990 -0.270 0.75 0.25 -0.28 -0.101
H -2.184 -3.365 -0.602 -0.28 0.51 0.43 0.046
H 3.729 5.927 4.235 -0.60 -0.22 0.45 0.100
P -2.196 -6.048 -3.062 -0.73 0.14 -1.00 0.524
H 7.113 -2.601 0.188 -1.03 0.38 -0.28 0.081
H -5.159 -5.284 -1.608 -0.35 0.08 -0.38 0.094
H -7.094 -4.116 -7.007 0.56 0.03 -0.34 0.089
C -7.171 -3.309 -6.278 -2.92 -1.19 -1.73 -0.187
C 3.849 -1.840 -1.789 1.60 0.27 0.55 -0.005
O 4.903 -4.496 -0.378 -0.57 -0.55 -0.07 -0.231
O 4.632 -2.021 -0.545 -0.45 1.46 -1.44 -0.246
O -2.364 4.118 6.126 0.28 -0.07 1.22 -0.196
H -4.552 1.106 5.117 0.29 0.40 -0.60 0.082
H 4.469 -6.511 -0.915 -0.59 0.26 0.73 0.089
P 3.276 4.479 1.189 1.88 -0.05 -1.51 0.498
C 1.099 0.423 0.967 -0.95 0.34 -1.51 -0.053
H 2.129 0.197 0.690 -0.02 0.07 0.72 0.057
H 0.046 -5.359 -4.322 -0.93 -0.80 -0.49 0.080
C -4.785 -0.924 -2.744 0.56 1.31 2.44 -0.121
O 7.096 3.163 1.328 0.90 -1.73 -1.59 -0.216
C -0.817 -8.036 -1.942 -1.11 -0.22 1.31 -0.089
H -0.664 -3.511 -1.240 0.49 0.53 -0.13 0.053
H 0.870 3.840 0.568 -0.39 0.45 0.45 0.046
O -2.535 1.866 5.011 -0.18 -1.12 0.89 -0.243
C 4.450 4.858 -1.128 0.94 -0.34 -3.64 -0.174
H -7.848 -1.365 2.082 0.16 0.44 0.76 0.082
H -5.644 -0.654 -2.130 -0.77 -0.37 -0.60 0.093
H -8.473 0.269 1.588 -0.21 -0.64 -0.77 0.093
O -4.650 2.104 2.039 -2.77 1.07 0.59 -0.197
H -3.093 -1.527 -7.301 0.09 -0.38 -0.18 0.094
H 4.487 5.915 -1.392 -0.23 0.18 0.46 0.099
H -2.037 -1.128 -1.093 0.32 0.61 -0.26 0.091
O -6.886 2.847 2.786 -1.01 -1.40 1.24 -0.190
P 7.689 2.190 0.148 -0.49 -0.11 1.73 0.439
H 10.813 1.663 -0.552 -0.38 0.21 -0.67 0.089
C 6.833 -2.764 1.229 0.90 -1.27 -0.10 -0.094
H 7.370 4.982 0.165 -0.38 -0.76 -0.22 0.081
P -5.632 -1.657 -5.027 -3.72 0.67 -0.33 0.439
H 7.320 -1.974 1.800 -1.06 0.34 0.30 0.084
H -2.701 -2.213 -5.742 0.05 -0.40 0.01 0.085
C -0.363 3.907 2.997 1.16 0.50 -0.44 -0.092
H 7.458 -3.634 1.434 -0.33 -0.37 0.41 0.079
O 3.795 5.403 2.363 -0.07 -0.45 -0.98 -0.202
H -3.882 -3.062 -6.807 -0.34 0.22 0.22 0.095
H -1.139 4.312 2.348 -0.43 -0.82 0.14 0.098
C -1.579 3.655 7.224 1.26 0.58 0.69 -0.102
O -0.908 -6.622 -2.235 -1.07 -0.05 -0.89 -0.234
H -4.219 -3.889 -1.364 0.78 0.03 0.09 0.072
H 9.461 0.547 -1.106 0.00 0.46 -0.13 0.088
H -3.569 0.391 6.302 1.28 0.07 -0.28 0.087
H -7.300 4.886 2.656 -0.53 -0.49 -0.24 0.089
O -2.676 -6.835 -4.273 1.07 1.49 3.18 -0.263
C -4.291 -4.763 -2.012 -2.00 0.36 0.46 -0.128
H -1.354 -1.054 0.504 0.46 0.51 0.02 0.100
H -4.192 0.136 1.800 0.20 -0.10 -0.07 0.090
P -6.210 1.849 1.804 -0.32 -0.63 -2.52 0.386
H -7.892 -3.746 -5.587 -0.85 0.83 -0.08 0.097
H 4.877 0.066 0.725 0.48 -0.30 -0.72 0.074
H -1.379 2.584 7.226 -0.43 -0.02 -0.08 0.090
O 4.586 4.534 0.171 -2.03 -0.49 4.76 -0.220
C -3.733 1.115 1.943 2.56 -1.67 0.01 -0.147
H -4.516 -4.375 -3.005 0.37 -0.45 -0.19 0.082
C 2.985 5.642 3.491 -0.34 0.70 0.87 -0.106
H 5.325 4.388 -1.576 0.25 0.25 -0.40 0.087
H 3.614 -0.776 -1.768 -0.16 -0.22 -0.47 0.083
H 0.536 -0.422 1.363 0.31 -0.21 -0.34 0.058
H -6.158 4.463 3.858 0.44 -0.49 -0.09 0.089
O -6.032 -3.157 -5.605 4.66 2.26 2.91 -0.222
H -0.862 -8.182 -0.863 0.43 0.57 0.29 0.083
H -1.751 -8.542 -2.189 0.32 -0.18 -0.98 0.084
C 7.498 4.507 1.138 0.29 1.50 1.04 -0.140
P -2.283 3.418 4.726 -2.96 0.52 -1.51 0.374
H -0.608 4.148 7.255 0.30 -0.02 -0.76 0.084
O -3.316 4.016 3.823 1.94 -0.67 0.96 -0.229
O -6.619 2.057 0.395 0.30 -0.28 0.81 -0.243
C -0.501 -4.430 -4.161 1.77 -0.50 -0.08 -0.128
C 4.217 -5.489 -1.198 0.84 1.58 -0.77 -0.059
H -5.749 4.348 2.090 0.31 0.39 0.42 0.089
O 5.443 -3.101 1.551 0.61 1.27 -1.34 -0.203
H 0.097 -8.535 -2.262 -0.23 0.46 -0.66 0.091
H 4.940 1.462 -0.458 -0.12 -0.21 0.03 0.096
H 2.271 6.455 3.359 0.40 0.56 -0.48 0.090
P 4.331 -3.196 0.375 -0.63 -2.49 3.37 0.331
H -4.444 0.030 -3.147 0.40 -0.21 -0.20 0.106
H -1.934 4.011 8.191 -1.05 -0.34 -0.27 0.090
H 3.639 4.374 -1.671 -0.52 0.10 0.33 0.092
O -6.790 -0.690 -4.918 2.47 -1.95 -0.57 -0.239
O 7.733 2.929 -1.107 -0.24 -0.47 -0.92 -0.229
O 0.037 -0.820 -1.105 0.47 1.59 0.02 -0.272
H 4.628 -2.113 -2.501 -0.58 0.37 -0.64 0.096
S 0.390 0.789 -0.737 -1.78 -0.55 1.34 0.679
O -3.256 -5.690 -1.856 2.53 -0.99 -1.59 -0.223
H 2.295 4.851 3.783 0.83 -0.73 0.10 0.071
C 5.349 1.008 0.445 -0.23 0.40 0.72 -0.081
O 2.901 3.095 1.608 -0.24 1.78 -0.68 -0.236
O -1.706 -4.537 -3.427 -0.12 -1.30 0.29 -0.234
O 1.408 1.218 -1.664 -0.69 -0.65 0.77 -0.298
H 8.554 4.612 1.383 0.09 0.00 0.15 0.089
C -7.624 -0.414 1.598 1.07 0.83 0.07 -0.052
H -0.594 -3.934 -5.127 -0.32 0.17 0.33 0.091
O 9.158 1.726 0.631 -1.09 -0.59 0.21 -0.216
H 0.309 -4.031 -3.549 -0.49 1.25 0.25 0.079
H -3.103 1.109 2.833 -0.33 -0.26 0.41 0.071
O 2.959 -3.237 0.958 1.41 -0.27 -1.13 -0.253
H -0.779 -3.338 0.499 -0.03 0.07 -0.03 0.074
H -4.117 -1.343 -1.991 0.54 0.40 -0.15 0.070
H -2.981 1.320 1.181 -0.37 0.00 -0.66 0.083
H -7.146 -0.711 0.664 -0.72 0.51 -0.43 0.079
O -4.433 -1.198 -5.906 -0.85 0.37 -0.76 -0.191
H 0.217 5.560 0.152 -0.16 -0.48 0.34 0.100
H 2.961 -2.459 -1.913 0.06 -0.02 0.53 0.087
H 10.580 0.173 0.162 -0.70 -0.12 0.96 0.081
H 0.996 4.477 -1.004 0.19 0.30 -0.18 0.089
C -3.506 -2.096 -6.468 1.50 0.53 -0.38 -0.087
H 6.907 5.082 1.851 0.11 0.02 0.03 0.087
C -3.697 1.326 5.756 -0.48 0.98 -0.19 -0.043
C -1.140 -1.363 -0.520 -1.56 -2.54 0.03 -0.256
O 6.784 0.852 0.314 0.66 1.07 -0.03 -0.218
O -6.593 0.359 2.310 0.57 0.55 0.71 -0.253
H 4.679 -5.389 -2.181 0.01 0.06 -0.19 0.078
H 0.897 1.240 1.660 0.62 0.27 -0.47 0.038
C 0.978 4.788 0.041 0.38 0.25 -0.86 -0.067
H 5.100 1.621 1.311 0.29 0.47 -0.23 0.071
O -0.863 1.562 -0.621 2.15 -1.44 -0.22 -0.320
H 3.180 -5.183 -1.341 -0.17 -0.71 0.50 0.082
H -7.415 -2.396 -6.821 -0.84 -0.11 0.26 0.096
H 0.336 4.742 3.059 -0.01 0.15 0.54 0.065
```
Forces are in eV/Å.

Values from the calculation:
* relative energy (zero: lowest compared OMol25 entry of this formula, charge and spin): 18.47 kcal/mol
* LUMO energy: 0.0101 hartree
* max |F|: 5.94 eV Å⁻¹
* gap between HOMO and LUMO: 10.036 eV
* structure (SMILES): CCOS(C)(=O)=O.COP(=O)(OC)OC.COP(=O)(OC)OC.COP(=O)(OC)OC.COP(=O)(OC)OC.COP(=O)(OC)OC.COP(=O)(OC)OC.COP(=O)(OC)OC
* HOMO: -9.8 eV